(1)
ORCA calculation (wB97M-V/def2-TZVPD) on a structure of composition C47H57CuO2P2SbSe2.

```
112
Properties=species:S:1:pos:R:3:mulliken_spin:R:1
Cu 0.6555 -1.0908 0.0436 0.010
O 3.1971 -0.1913 -5.3886 0.000
C 4.0520 -0.0697 -4.2610 0.000
C 3.4401 -0.5285 -2.9191 0.000
C 3.1647 -2.0375 -2.9753 0.002
O 2.3436 -2.4401 -4.0805 0.000
C 4.5080 -0.2650 -1.8532 0.001
Se 4.0829 -0.9053 -0.0415 0.010
C 2.1822 0.3190 -2.6416 0.002
Se 0.4279 -0.5841 -2.3678 0.001
H 2.7739 -1.0598 -5.2845 0.000
H 4.3223 0.9889 -4.1825 0.000
H 4.9800 -0.6381 -4.4314 0.000
H 2.7137 -2.3456 -2.0312 -0.001
H 4.1182 -2.5638 -3.0779 0.000
H 1.4526 -2.0974 -3.8665 0.000
H 4.6884 0.8109 -1.7786 0.000
H 5.4466 -0.7472 -2.1399 0.001
H 1.9898 0.9927 -3.4773 0.000
H 2.3248 0.9060 -1.7356 -0.001
C 0.6004 3.4716 -0.0133 0.000
P 0.1389 1.8992 0.8575 0.003
C 1.7749 1.5622 1.6064 -0.013
C -0.6714 2.6555 2.3703 -0.003
C -1.1201 1.6100 3.4185 0.004
P -2.0883 0.1703 2.7374 0.009
C -3.8033 0.9025 2.7831 0.004
C -2.2658 -0.7627 4.3263 -0.006
H 0.9326 4.2392 0.6916 0.000
H -0.2359 3.8509 -0.6021 0.000
H 1.4152 3.2428 -0.7028 0.000
H 2.2007 2.4650 2.0589 -0.001
H 2.4502 1.1792 0.8369 0.000
H 1.6828 0.7719 2.3492 0.010
H -1.5427 3.2321 2.0393 0.000
H 0.0519 3.3474 2.8156 0.000
H -1.7105 2.0842 4.2104 0.000
H -0.2328 1.1643 3.8785 -0.003
H -4.5144 0.0948 2.9683 0.000
H -4.0529 1.3578 1.8284 -0.001
H -3.9057 1.6515 3.5746 0.000
H -2.7704 -0.1625 5.0897 0.000
H -1.2836 -1.0688 4.6783 0.006
H -2.8512 -1.6636 4.1314 -0.001
C 0.8432 -1.6872 1.8704 0.390
C 1.2645 -2.1012 2.9533 -0.099
C 1.6878 -2.5553 4.2029 0.200
C 2.6159 -1.6860 4.9223 0.082
C 2.5954 -1.5390 6.3178 0.074
C 3.4604 -0.6670 6.9579 -0.043
C 4.3722 0.0852 6.2294 0.078
C 4.3964 -0.0394 4.8441 -0.044
C 3.5313 -0.9020 4.1988 0.044
C 1.2373 -3.8389 4.6835 -0.028
C 0.1817 -4.5130 4.0295 0.121
C -0.2394 -5.7626 4.4331 -0.072
C 0.3644 -6.4059 5.5102 0.137
C 1.4234 -5.7743 6.1513 -0.072
C 1.8570 -4.5254 5.7492 0.121
H 1.8643 -2.0863 6.9001 0.005
H 3.4149 -0.5672 8.0371 -0.002
H 5.0472 0.7675 6.7321 0.008
H 5.1010 0.5383 4.2586 -0.001
H 3.5682 -0.9991 3.1189 0.025
H -0.2856 -4.0275 3.1825 0.028
H -1.0457 -6.2484 3.8955 -0.004
H 0.0357 -7.3893 5.8233 0.014
H 1.9245 -6.2798 6.9699 -0.005
H 2.7189 -4.0864 6.2338 0.012
C -3.3887 -1.5400 -0.8537 0.002
C -3.6498 -1.2565 -2.3090 0.000
C -4.2271 -2.2393 -3.1109 0.000
C -4.4675 -2.0186 -4.4580 0.000
C -4.0981 -0.8114 -5.0300 0.000
C -3.5128 0.1686 -4.2423 0.000
C -3.3174 -0.0228 -2.8796 0.000
Sb -2.4800 1.5026 -1.5618 0.002
C -4.3780 2.6203 -1.1120 0.000
C -4.2588 3.2922 0.1052 0.000
C -5.2775 4.0570 0.6503 0.000
C -6.4858 4.1424 -0.0190 0.000
C -6.6341 3.4831 -1.2282 0.000
C -5.6006 2.7342 -1.7936 0.000
C -5.8429 2.1151 -3.1408 0.000
C -1.7484 2.7981 -3.1626 0.000
C -1.0362 2.1541 -4.1758 0.000
C -0.4388 2.8601 -5.2086 0.000
C -0.5354 4.2414 -5.2341 0.000
C -1.2015 4.8973 -4.2119 0.000
C -1.8051 4.1992 -3.1662 0.000
C -2.4815 4.9988 -2.0847 0.000
H -3.7484 -2.5292 -0.5708 0.000
H -3.8749 -0.7986 -0.2150 0.000
H -2.3154 -1.4936 -0.6462 -0.003
H -4.4910 -3.1941 -2.6692 0.000
H -4.9480 -2.7829 -5.0578 0.000
H -4.2754 -0.6267 -6.0832 0.000
H -3.2266 1.1059 -4.7004 0.000
H -3.3161 3.2313 0.6413 0.000
H -5.1290 4.5759 1.5901 0.000
H -7.3026 4.7274 0.3874 0.000
H -7.5818 3.5490 -1.7534 0.000
H -6.8329 2.3809 -3.5152 0.000
H -5.7687 1.0314 -3.0903 0.000
H -5.0956 2.4669 -3.8527 0.000
H -0.9182 1.0775 -4.1384 -0.001
H 0.1187 2.3317 -5.9722 0.000
H -0.0719 4.8101 -6.0319 0.000
H -1.2445 5.9818 -4.2134 0.000
H -2.1137 6.0259 -2.0824 0.000
H -2.2979 4.5683 -1.1026 0.000
H -3.5634 5.0218 -2.2290 0.000
```

Summary:
* E: -254206.039 eV
* highest occupied orbital energy (spin up / spin down): -0.943 / -0.940 eV
* largest force on an atom: 0.78 eV/Å
* multiplicity: 2
* E_LUMO (spin up / spin down): 3.90 / 3.87 eV
* charge: -2

---

(2)
ORCA calculation (wB97M-V/def2-TZVPD) on a structure of composition CH7NSi at a distorted geometry.

```
10
Properties=species:S:1:pos:R:3:mulliken_charge:R:1
C 1.3027 -0.2628 0.0509 -0.891
N -1.5003 -0.5781 -0.0673 -0.453
Si -0.3211 0.6759 -0.1456 0.373
H 1.5867 -0.8357 -0.8205 0.298
H 2.4146 0.5855 0.2387 0.193
H 1.3437 -0.8910 0.9301 0.287
H -1.4162 -1.3039 0.6268 0.228
H -2.4734 -0.3794 -0.2346 0.207
H -0.4411 1.7172 0.8904 -0.119
H -0.4954 1.2724 -1.4690 -0.124
```

Summary:
* E: -10517.949 eV
* highest occupied orbital energy: -9.678 eV
* energy above the lowest of the compared OMol25 structures with the same formula, charge and spin: 0.4567 eV
* largest force on an atom: 4.72 eV/Å
* E_LUMO: 1.05 eV

---

(3)
ORCA calculation (wB97M-V/def2-TZVPD) on a structure of composition C30H30F3IrN3O5P2S.

```
75
Properties=species:S:1:pos:R:3:mulliken_spin:R:1
Ir -0.6650 0.0347 -1.4039 0.895
C -1.7647 3.0549 -4.2579 -0.010
C -1.3408 2.2835 -3.0554 0.161
N -1.5424 0.9739 -2.9640 0.287
O -2.0612 0.3976 -4.1152 0.048
C -0.6691 2.8466 -1.9411 0.217
C -0.5181 4.3158 -1.7252 -0.007
N -0.1252 1.9237 -1.1318 0.156
O 0.3227 2.3709 0.1052 0.065
H -1.2811 2.6580 -5.1511 0.010
H -1.4960 4.1025 -4.1555 -0.002
H -2.8413 2.9794 -4.4157 0.015
H -2.2250 -0.5208 -3.8617 0.005
H -1.4663 4.8252 -1.8949 0.005
H 0.2128 4.7397 -2.4180 0.017
H -0.1918 4.5295 -0.7119 0.001
C 0.1458 -2.1858 2.2682 0.012
N 0.2605 -1.0370 1.3364 0.326
P 1.5704 -0.9664 0.3028 0.353
C 2.9371 -1.8070 1.0958 0.156
C 3.7459 -1.1262 2.0109 0.003
C 4.7923 -1.7937 2.6207 0.005
C 5.0395 -3.1268 2.3063 0.005
C 4.2470 -3.7934 1.3855 0.003
C 3.1883 -3.1373 0.7703 0.050
C 2.1031 0.6689 -0.2237 0.263
C 2.9450 0.5710 -1.2912 0.133
C 3.5724 1.7155 -1.8488 0.386
C 3.3978 2.9684 -1.2434 -0.050
C 2.5777 3.1076 -0.1668 0.300
C 1.7215 2.0004 0.3506 -0.007
P -1.2335 -0.2800 0.7134 -0.041
C -1.4641 1.1241 1.8043 0.014
C -0.6855 1.3598 2.9287 0.009
C -0.9448 2.4714 3.7213 -0.001
C -1.9747 3.3370 3.3895 0.001
C -2.7566 3.0962 2.2648 -0.004
C -2.5047 1.9903 1.4725 -0.008
C -2.5747 -1.3876 1.1634 0.012
C -3.1295 -2.2418 0.2117 0.019
C -4.1721 -3.0867 0.5664 0.002
C -4.6640 -3.0796 1.8614 -0.001
C -4.1280 -2.2172 2.8109 0.001
C -3.0930 -1.3691 2.4633 0.004
H 1.1183 -2.3997 2.7019 0.009
H -0.2353 -3.0643 1.7466 0.002
H -0.5494 -1.9108 3.0574 0.004
H 3.5659 -0.0828 2.2402 0.003
H 5.4210 -1.2785 3.3342 0.001
H 5.8639 -3.6438 2.7789 0.000
H 4.4536 -4.8254 1.1374 0.000
H 2.5710 -3.6501 0.0431 0.002
H 3.1530 -0.3928 -1.7438 0.039
H 4.1989 1.6016 -2.7210 0.009
H 3.9325 3.8267 -1.6280 0.007
H 2.4595 4.0665 0.3206 -0.006
H 1.7457 1.9794 1.4451 0.074
H 0.1208 0.6860 3.1924 -0.005
H -0.3430 2.6578 4.6011 0.000
H -2.1748 4.2007 4.0091 0.000
H -3.5626 3.7706 2.0087 0.000
H -3.1107 1.8048 0.5921 0.000
H -2.7501 -2.2513 -0.7976 -0.003
H -4.6003 -3.7475 -0.1749 0.000
H -5.4764 -3.7405 2.1334 0.000
H -4.5269 -2.2004 3.8159 0.000
H -2.7004 -0.6805 3.2017 -0.001
F -0.8869 -2.7519 -4.9717 0.000
C -0.1767 -3.4897 -4.1215 0.006
F 0.9311 -3.9037 -4.7220 0.000
F -0.9020 -4.5431 -3.7568 0.000
S 0.2801 -2.5057 -2.6448 0.012
O -1.0564 -2.0168 -2.1472 0.005
O 0.9212 -3.4218 -1.7463 0.018
O 1.0490 -1.3831 -3.1309 0.018
```

Summary:
* E: -86698.183 eV
* highest occupied orbital energy (spin up / spin down): -9.114 / -11.029 eV
* energy above the lowest of the compared OMol25 structures with the same formula, charge and spin: 0.0000 eV
* largest force on an atom: 0.57 eV/Å
* multiplicity: 5
* E_LUMO (spin up / spin down): -2.56 / -5.36 eV
* charge: +1